152
Properties=species:S:1:pos:R:3:forces:R:3:lowdin_charge:R:1 method="wB97M-V/def2-TZVPD" de_lowest_kcal_mol=43.94 homo_energy_ev=-3.03 total_energy_ev=-108522.306 total_charge=-1
Sr -0.4713 -0.5336 0.9553 -0.6 0.3 -0.1 1.16
C -4.1438 -3.6869 1.3185 0.0 0.0 0.0 -0.05
C -3.6219 -2.3893 1.2301 0.0 0.1 0.1 -0.16
N -2.3656 -2.3472 1.6477 0.0 -0.2 0.1 -0.01
N -2.0533 -3.6107 2.0350 0.0 0.0 -0.1 0.00
C -3.1059 -4.4329 1.8207 0.0 0.0 0.0 -0.08
B -0.6183 -4.0377 2.3752 0.0 0.0 0.0 -0.65
N 0.0531 -3.0404 3.3720 0.0 0.0 0.0 0.02
C 0.8551 -3.4159 4.3912 0.0 0.0 0.0 -0.08
C 1.3078 -2.2839 5.0273 0.0 0.0 0.0 -0.06
C 0.7213 -1.2356 4.3071 -0.1 0.1 0.0 -0.17
N -0.0367 -1.6892 3.3191 0.3 -0.3 -0.1 0.00
N 0.2165 -4.1090 1.0616 0.1 0.0 0.0 0.02
C 0.8639 -5.0886 0.3959 0.0 0.0 0.0 -0.08
C 1.4060 -4.5421 -0.7519 0.0 0.0 0.0 -0.06
C 1.0256 -3.1937 -0.7061 0.0 -0.1 0.0 -0.18
N 0.3166 -2.9481 0.3819 -0.1 -0.2 0.0 -0.05
N -0.6799 -5.3859 3.1155 -0.1 0.0 0.0 -0.03
C -1.4676 -5.6228 4.1900 0.0 0.0 0.0 -0.11
C -1.1195 -6.8437 4.7142 0.0 0.0 0.0 -0.07
C -0.0740 -7.2823 3.8826 0.0 0.0 0.0 -0.17
N 0.1916 -6.4016 2.9319 0.0 0.0 0.0 0.06
H -5.1263 -4.0251 1.0400 0.0 0.0 0.0 0.09
H -4.0887 -1.4843 0.8728 0.0 0.0 0.0 0.09
H -3.0418 -5.4833 2.0475 0.0 0.0 0.0 0.12
H 1.0414 -4.4581 4.5926 0.0 0.0 0.0 0.12
H 1.9490 -2.2249 5.8896 0.0 0.0 0.0 0.09
H 0.8115 -0.1736 4.4640 0.0 0.0 0.0 0.09
H 0.8879 -6.0870 0.7915 0.0 0.0 0.0 0.09
H 1.9799 -5.0481 -1.5093 0.0 0.0 0.0 0.09
H 1.2348 -2.3859 -1.3913 0.0 0.0 0.0 0.05
H -2.2110 -4.9052 4.4962 0.0 0.0 0.0 0.13
H -1.5496 -7.3371 5.5683 0.0 0.0 0.0 0.08
H 0.4903 -8.2006 3.9311 0.0 0.0 0.0 0.09
C 1.7305 -2.3016 -3.9848 0.0 0.0 0.0 -0.27
P 0.7113 -0.7678 -3.7547 -0.1 0.0 0.1 1.03
C 2.0562 0.3477 -4.3702 0.1 0.0 0.0 -0.39
N 2.1163 0.7330 -5.6167 0.0 0.0 0.0 0.13
C 3.2351 1.3885 -6.0332 0.0 0.0 0.0 -0.21
C 3.3163 1.8621 -7.3607 0.0 0.0 0.0 -0.02
C 4.4700 2.4471 -7.8037 -0.1 0.0 0.0 -0.09
C 5.5854 2.5777 -6.9477 0.0 0.0 0.1 -0.09
C 5.5237 2.1332 -5.6562 0.0 0.0 0.0 -0.02
C 4.3355 1.5427 -5.1750 0.0 0.0 0.0 -0.21
N 4.2482 1.1712 -3.8666 0.0 0.0 0.0 0.12
C 3.1224 0.6689 -3.4416 0.0 -0.2 0.0 -0.40
P 2.8849 0.3922 -1.6057 0.0 0.1 0.0 1.03
C 4.4216 -0.5591 -1.2594 0.1 0.1 0.1 -0.27
C 3.2851 2.1240 -0.9885 0.0 0.1 0.0 -0.72
C 2.2234 3.0390 -1.6085 0.0 0.0 0.0 -0.10
C 3.0995 2.1120 0.5308 -0.1 0.0 0.0 -0.13
C 4.6782 2.6781 -1.2867 0.0 0.0 0.0 -0.10
C -0.5072 -0.8982 -5.1559 0.0 0.0 0.0 -0.74
C -1.1007 0.4992 -5.3471 0.0 0.0 0.0 -0.11
C 0.0165 -1.4566 -6.4782 0.0 0.0 0.0 -0.11
C -1.6004 -1.8318 -4.6102 -0.1 0.1 -0.1 -0.12
H 2.1906 -2.3508 -4.9728 0.0 0.0 0.0 0.04
H 1.0960 -3.1775 -3.8390 0.0 0.0 0.0 0.04
H 2.5214 -2.3350 -3.2319 0.0 0.0 0.0 0.02
H 2.4494 1.7408 -7.9974 0.0 0.0 0.0 0.11
H 4.5362 2.8119 -8.8208 0.0 0.0 0.0 0.10
H 6.4899 3.0415 -7.3198 0.0 0.0 0.0 0.10
H 6.3547 2.2352 -4.9699 0.0 0.0 0.0 0.11
H 5.2549 -0.2419 -1.8867 0.0 0.0 0.0 0.03
H 4.2289 -1.6222 -1.4119 0.0 0.0 0.0 0.03
H 4.6827 -0.4189 -0.2080 0.0 0.0 0.0 0.03
H 1.2098 2.6859 -1.4026 0.0 0.0 0.0 0.07
H 2.3407 3.1143 -2.6923 0.0 0.0 0.0 0.07
H 2.3120 4.0460 -1.1923 0.0 0.0 0.0 0.09
H 3.1574 3.1381 0.9054 0.0 0.0 0.0 0.09
H 2.1356 1.7019 0.8318 0.0 0.0 0.0 0.04
H 3.8845 1.5301 1.0218 0.0 0.0 0.0 0.07
H 4.8495 2.8304 -2.3480 0.0 0.0 0.0 0.05
H 5.4644 2.0208 -0.9074 0.0 0.0 0.0 0.07
H 4.7809 3.6420 -0.7770 0.0 0.0 0.0 0.08
H -0.3606 1.2020 -5.7299 0.0 0.0 0.0 0.06
H -1.5086 0.8745 -4.4072 0.0 0.0 0.0 0.06
H -1.9254 0.4465 -6.0643 0.0 0.0 0.0 0.08
H 0.8729 -0.9008 -6.8555 0.0 0.0 0.0 0.05
H -0.7838 -1.3980 -7.2232 0.0 0.0 0.0 0.08
H 0.2889 -2.5103 -6.3833 0.0 0.0 0.0 0.07
H -2.0641 -1.4203 -3.7079 0.0 -0.1 0.0 0.04
H -1.2055 -2.8248 -4.3760 0.0 0.0 0.0 0.07
H -2.3712 -1.9599 -5.3779 0.0 0.0 0.0 0.09
C -0.6426 4.5434 4.2915 0.0 0.0 0.0 -0.11
C -0.3496 3.1071 3.8411 -0.1 0.0 0.0 -0.64
C 1.1368 3.0196 3.4689 0.0 0.0 0.0 -0.14
C -0.5228 2.2203 5.0791 0.0 0.0 0.0 -0.13
Si -1.4335 2.3708 2.3246 0.3 0.0 0.2 0.80
C -3.2152 1.9894 3.0956 0.0 0.0 0.0 -0.65
C -3.1845 0.6404 3.8307 0.0 0.0 0.0 -0.13
C -4.1975 1.8034 1.9367 0.0 0.0 0.0 -0.15
C -3.8167 3.0250 4.0528 0.0 0.0 0.0 -0.11
C -1.6349 3.8646 1.0391 -0.1 0.0 0.0 -0.64
C -0.2665 4.4995 0.7684 0.0 0.0 0.0 -0.13
C -2.0928 3.2854 -0.3084 0.0 0.0 -0.1 -0.13
C -2.5998 4.9943 1.4178 0.0 0.0 0.0 -0.11
H -0.0585 4.7836 5.1933 0.0 0.0 0.0 0.08
H -1.6951 4.6873 4.5386 0.0 0.0 0.0 0.06
H -0.3780 5.2839 3.5363 0.0 0.0 0.0 0.05
H 1.7605 3.3709 4.3054 0.0 0.0 0.0 0.08
H 1.3948 3.6109 2.5914 0.0 0.0 0.0 0.04
H 1.4175 1.9822 3.2512 0.0 0.0 0.0 0.04
H 0.2904 2.4094 5.7958 0.0 0.0 0.0 0.08
H -0.5134 1.1608 4.8294 0.0 0.0 0.0 0.03
H -1.4605 2.4143 5.5993 0.0 0.0 0.0 0.06
H -2.8302 -0.1700 3.1878 0.0 0.0 0.0 0.04
H -4.2032 0.3753 4.1493 0.0 0.0 0.0 0.08
H -2.5597 0.6465 4.7227 0.0 0.0 0.0 0.05
H -3.8181 1.1086 1.1801 0.0 0.0 0.0 0.04
H -4.4290 2.7401 1.4277 0.0 0.0 0.0 0.06
H -5.1494 1.4015 2.3126 0.0 0.0 0.0 0.08
H -3.2627 3.1029 4.9892 0.0 0.0 0.0 0.05
H -4.8445 2.7334 4.3147 0.0 0.0 0.0 0.08
H -3.8652 4.0219 3.6121 0.0 0.0 0.0 0.06
H -0.3391 5.1862 -0.0872 0.0 0.0 0.0 0.08
H 0.1124 5.0748 1.6131 0.0 0.0 0.0 0.06
H 0.4795 3.7409 0.5182 0.0 0.0 0.0 0.04
H -1.3143 2.6528 -0.7457 0.0 0.0 0.0 0.05
H -2.2915 4.0995 -1.0204 0.0 0.0 0.0 0.08
H -2.9868 2.6670 -0.2418 0.0 0.0 0.0 0.04
H -2.3645 5.4408 2.3852 0.0 0.0 0.0 0.06
H -3.6360 4.6555 1.4510 0.0 0.0 0.0 0.06
H -2.5496 5.7947 0.6651 0.0 0.0 0.0 0.08
O 2.1160 -0.7753 1.2585 -0.1 0.2 0.0 -0.26
N 2.9403 -1.3167 2.0893 0.0 -0.1 0.0 -0.19
C 3.5446 -0.5560 3.0286 0.0 0.0 0.0 -0.02
C 4.4587 -1.1068 3.8988 0.0 0.0 0.0 -0.05
C 4.7526 -2.4583 3.8281 0.0 0.0 0.0 -0.07
C 4.1105 -3.2233 2.8679 0.0 0.0 0.0 -0.03
C 3.2116 -2.6383 2.0043 -0.1 0.0 0.0 0.01
H 3.2384 0.4793 3.0205 0.0 0.0 0.0 0.12
H 4.9208 -0.4635 4.6343 0.0 0.0 0.0 0.11
H 5.4614 -2.9070 4.5099 0.0 0.0 0.0 0.11
H 4.2910 -4.2848 2.7731 0.0 0.0 0.0 0.12
H 2.6684 -3.1576 1.2289 0.0 0.0 0.0 0.11
C -5.6079 0.9523 -0.9542 0.1 0.0 0.1 -0.22
Si -4.2603 -0.0045 -1.9156 0.0 -0.1 0.0 0.33
C -5.1019 -1.6779 -2.2924 0.0 0.0 0.0 -0.20
C -4.1941 1.0079 -3.5209 0.0 0.0 0.0 -0.20
C -2.6429 -0.3233 -1.2227 0.3 0.2 0.3 -0.31
H -5.8376 0.4815 0.0060 0.0 0.0 0.0 0.01
H -6.5326 0.9987 -1.5394 0.0 0.0 0.0 0.02
H -5.2949 1.9791 -0.7438 0.0 0.0 0.0 0.01
H -6.0762 -1.7772 -1.8054 0.0 0.0 0.0 0.01
H -4.4632 -2.4978 -1.9536 0.0 0.0 0.0 0.01
H -5.2571 -1.8071 -3.3679 0.0 0.0 0.0 0.01
H -5.1953 1.3083 -3.8435 0.0 0.0 0.0 0.02
H -3.7304 0.4391 -4.3279 0.0 0.0 0.0 -0.01
H -3.6053 1.9189 -3.3720 0.0 0.0 0.0 0.02
H -1.8474 0.4266 -1.2017 -0.1 0.0 -0.1 -0.10
H -2.4645 -1.2239 -0.6426 0.0 -0.1 -0.2 -0.11